(1)
This record from the Open Molecules 2025 dataset describes a molecular structure, C34H29INO4PSiV. The level of theory is ωB97M-V/def2-TZVPD.

Positions of all 72 atoms, in Å:
I: 2.067 -1.737 -1.708
V: 0.717 0.032 0.066
P: 0.494 1.376 -2.074
Si: -2.024 -3.920 1.663
O: -0.455 3.193 6.670
O: -0.701 1.269 0.800
O: 1.785 0.408 1.555
O: 1.553 2.729 7.302
N: 0.648 2.718 6.497
C: 4.308 3.340 -0.438
C: 0.464 0.463 -6.554
C: 0.607 -3.058 -5.467
C: -2.872 -3.383 3.232
C: 2.154 1.495 4.957
C: 0.682 1.926 -4.692
C: -3.241 2.929 -2.125
C: 0.219 1.586 2.962
C: -0.791 1.704 1.955
C: 3.084 3.586 0.167
C: -0.305 -1.554 0.704
C: 0.920 2.108 5.183
C: -0.042 2.164 4.215
C: 0.819 -0.464 -4.299
C: -3.034 4.296 -2.244
C: 4.375 2.554 -1.581
C: 1.103 -1.654 -3.565
C: -0.656 3.945 -2.247
C: 1.463 0.956 2.710
C: 2.423 0.926 3.736
C: 0.772 0.881 -3.804
C: -0.966 -2.509 1.082
C: 3.219 2.009 -2.120
C: 1.983 2.258 -1.522
C: -1.744 4.804 -2.303
C: 0.452 -1.952 -6.241
C: -0.860 2.572 -2.124
C: -2.157 2.068 -2.059
C: 1.926 3.044 -0.366
C: 0.573 1.733 -6.078
C: 0.573 -0.653 -5.689
C: 0.978 -2.900 -4.119
C: -0.912 -5.382 1.963
C: -3.254 -4.279 0.308
H: -3.507 -2.512 3.063
H: 0.237 -2.040 -7.298
H: -4.246 2.533 -2.077
H: 0.300 0.279 -7.608
H: 1.200 -3.780 -3.532
H: -3.918 -3.430 0.140
H: -3.881 4.968 -2.290
H: -0.988 2.647 4.421
H: 0.972 3.246 0.107
H: -3.502 -4.188 3.618
H: 0.515 2.586 -6.739
H: 0.503 -4.052 -5.880
H: 5.328 2.365 -2.055
H: -2.144 -3.128 4.004
H: 3.277 1.398 -3.012
H: 3.367 0.440 3.539
H: -1.581 5.869 -2.398
H: 5.212 3.763 -0.021
H: -2.325 1.002 -1.948
H: -1.488 -6.259 2.264
H: -1.703 2.255 2.209
H: -3.870 -5.140 0.574
H: -0.189 -5.167 2.751
H: -0.355 -5.638 1.059
H: 3.030 4.203 1.054
H: 2.883 1.479 5.755
H: -2.747 -4.505 -0.632
H: 0.639 2.942 -4.317
H: 0.347 4.347 -2.304

For the highest occupied orbital energy (alpha / beta), the calculation gives -11.33 / -11.34 eV. The value obtained for the HOMO-LUMO gap (alpha / beta) is 0.2771 / 0.2821 hartree. For the maximum force, the calculation gives 0.55 eV/Å. The expectation value of S² is 2.02. The net charge is +1. As for the multiplicity: 3.

(2)
This record from the Open Molecules 2025 dataset describes a molecular structure, C45H36AsCl5N2PPtS. The level of theory is ωB97M-V/def2-TZVPD.

Positions of all 92 atoms, in Å:
Pt: 0.781 -1.343 0.241
As: 0.185 3.156 1.262
Cl: 0.563 -1.942 6.812
Cl: 2.967 -0.497 2.208
Cl: -1.875 -2.903 2.124
Cl: 2.992 -0.693 5.313
Cl: -1.858 -3.035 5.197
S: 3.707 -0.076 -3.345
P: -0.997 0.048 -0.486
N: 0.205 -3.291 -0.640
N: 2.192 -1.115 -1.547
C: -1.961 6.236 -0.694
C: -2.508 4.161 1.064
C: -3.408 -2.652 -2.364
C: -0.812 -7.113 -2.298
C: 4.876 -3.553 -0.805
C: 3.856 5.252 0.770
C: 3.374 -1.858 -1.535
C: 0.068 -3.451 -1.959
C: -0.444 -5.780 -1.725
C: -4.086 1.011 2.782
C: -1.933 -0.832 -1.774
C: 0.053 -4.365 0.145
C: -0.512 -2.250 2.982
C: 1.679 4.404 1.372
C: -2.748 0.873 3.115
C: -2.782 -1.876 -1.404
C: -0.584 1.685 -1.205
C: 0.557 -1.841 5.101
C: 0.574 2.435 -0.543
C: 4.324 -1.429 -2.462
C: -4.488 0.893 1.458
C: 5.565 -2.057 -2.579
C: 1.644 -1.279 4.431
C: -2.358 -1.365 -4.094
C: 1.594 5.382 2.361
C: -2.213 0.423 0.808
C: -1.813 0.588 2.131
C: 0.540 -1.675 2.272
C: -3.268 5.995 -0.289
C: 3.652 -2.935 -0.691
C: 2.263 -0.175 -2.439
C: -1.199 4.389 0.653
C: 2.620 6.295 2.541
C: 1.606 -1.211 3.042
C: -0.524 -2.334 4.372
C: -1.728 -0.588 -3.132
C: -3.198 -2.400 -3.713
C: -0.269 -5.607 -0.355
C: -0.931 5.437 -0.224
C: 2.821 4.344 0.581
C: -0.256 -4.664 -2.531
C: -3.556 0.607 0.474
C: 3.756 6.230 1.746
C: 5.824 -3.119 -1.743
C: -3.541 4.961 0.591
H: 0.228 -2.573 -2.567
H: -0.363 -4.731 -3.605
H: -3.881 0.515 -0.553
H: -4.817 1.223 3.552
H: 0.090 5.645 -0.527
H: 6.778 -3.625 -1.807
H: -2.954 -2.082 -0.358
H: -3.695 -3.001 -4.463
H: -4.066 -3.454 -2.056
H: 4.560 6.938 1.890
H: -2.196 -1.152 -5.142
H: -2.725 3.356 1.754
H: -2.427 0.986 4.142
H: -0.132 -7.887 -1.943
H: -0.356 1.530 -2.263
H: 1.455 1.796 -0.457
H: -0.787 -7.100 -3.385
H: -5.529 1.021 1.191
H: 4.741 5.193 0.151
H: 5.116 -4.385 -0.156
H: 1.452 0.505 -2.631
H: 2.927 3.590 -0.189
H: -4.071 6.622 -0.654
H: 2.925 -3.262 0.043
H: 6.298 -1.718 -3.298
H: -1.506 2.276 -1.184
H: -0.774 0.497 2.400
H: -4.557 4.779 0.918
H: 2.536 7.055 3.306
H: 0.207 -4.207 1.203
H: 0.840 3.281 -1.182
H: -1.817 -7.396 -1.982
H: 0.715 5.440 2.993
H: -1.745 7.053 -1.371
H: -0.383 -6.437 0.329
H: -1.076 0.207 -3.470

For the highest occupied orbital energy (alpha / beta), the calculation gives -9.83 / -10.40 eV. The value obtained for the HOMO-LUMO gap (alpha / beta) is 0.2746 / 0.2338 hartree. For the maximum force, the calculation gives 0.32 eV/Å. The expectation value of S² is 2.01. The net charge is +1. As for the multiplicity: 3.

(3)
This record from the Open Molecules 2025 dataset describes a molecular structure, C10H14INS in a non-equilibrium geometry. The level of theory is ωB97M-V/def2-TZVPD.

Positions of all 27 atoms, in Å:
I: 4.784 0.423 -0.111
S: 1.721 1.120 0.510
N: 1.677 -2.630 1.152
C: -1.003 1.060 1.336
C: 1.008 -2.673 0.039
C: -0.734 1.006 -1.068
C: 2.528 -1.682 1.511
C: 2.755 -0.160 -0.061
C: 1.283 -1.910 -1.119
C: 2.394 -1.022 -1.122
C: -2.391 1.135 0.769
C: -0.016 0.494 0.218
C: -2.120 1.718 -0.645
H: 2.012 -0.972 2.149
H: -1.882 2.783 -0.547
H: -2.965 1.930 1.332
H: 0.286 -3.469 -0.075
H: -1.002 0.581 2.298
H: -0.826 2.133 1.522
H: 1.080 -2.563 -1.934
H: -2.803 1.612 -1.398
H: 3.082 -1.098 -1.943
H: -0.842 0.165 -1.770
H: -0.150 1.757 -1.552
H: -3.008 0.309 0.805
H: 3.562 -2.057 1.739
H: 0.018 -0.573 0.227

For the highest occupied orbital energy, the calculation gives -7.55 eV. The value obtained for the HOMO-LUMO gap is 0.2777 hartree. For the maximum force, the calculation gives 4.09 eV/Å. The net charge is 0.

(4)
This record from the Open Molecules 2025 dataset describes a molecular structure, C62H59N10O2PS2Tl in a non-equilibrium geometry. The level of theory is ωB97M-V/def2-TZVPD.

Positions of all 137 atoms, in Å:
Tl: 0.104 0.345 -0.229
S: -4.838 0.157 -0.480
S: -2.953 1.072 1.624
P: 2.291 1.524 2.106
O: 0.338 0.515 -4.841
O: -0.204 -0.218 -2.414
N: 0.675 4.270 0.573
N: -2.467 -0.328 -1.965
N: 0.185 -5.492 -0.059
N: 0.049 -0.287 1.959
N: 2.277 -0.221 -0.145
N: 0.488 -2.727 -0.657
N: 0.658 0.518 3.944
N: -2.187 0.049 -0.691
N: 0.081 2.414 -0.372
N: 4.253 0.486 0.569
C: -0.766 3.396 -0.832
C: 1.153 -3.315 0.473
C: -2.844 -1.906 3.763
C: 2.506 -1.561 -3.128
C: -1.745 -0.524 -4.201
C: 5.227 1.274 1.262
C: -3.960 -2.696 3.587
C: 0.388 -4.517 1.048
C: -0.626 -4.874 -1.145
C: 8.268 -2.092 -1.421
C: -1.767 2.692 -3.010
C: 3.673 -4.048 -2.760
C: -0.959 5.895 -0.508
C: -0.399 4.573 -0.236
C: -2.029 7.939 0.180
C: -3.179 3.510 -1.250
C: 1.409 1.257 4.909
C: 3.101 -1.865 -1.910
C: -1.909 3.175 -1.715
C: -2.405 -0.603 -6.905
C: 2.905 0.610 0.717
C: -1.919 -1.696 2.730
C: -0.760 -0.851 2.949
C: 6.664 -1.432 0.235
C: 0.979 2.955 0.491
C: -1.311 -1.610 8.128
C: -0.483 -2.108 5.933
C: -4.742 1.205 2.015
C: -1.500 -0.291 7.756
C: -4.144 2.825 -3.331
C: -4.224 -3.292 2.361
C: -1.061 6.312 -1.836
C: -1.626 7.534 -2.147
C: 0.164 -3.670 -1.692
C: -1.185 0.126 6.473
C: 7.427 -1.623 -2.418
C: 3.063 -3.742 -3.967
C: -2.221 -2.282 1.497
C: -0.799 -2.516 7.214
C: 6.203 -1.065 -2.095
C: -2.107 8.353 -1.139
C: 1.406 5.240 1.335
C: -5.448 0.117 1.245
C: -4.291 3.330 -2.049
C: -1.187 -0.094 -6.514
C: -2.882 2.526 -3.815
C: -3.186 0.373 0.048
C: -3.352 -3.058 1.311
C: -0.842 -0.040 -5.164
C: -1.436 -0.365 -2.773
C: 2.484 -2.496 -4.148
C: 4.490 -0.446 -0.406
C: -3.308 -1.066 -5.954
C: -0.341 -0.372 4.178
C: 0.896 0.576 2.594
C: 3.263 -0.860 -0.861
C: 5.809 -0.965 -0.763
C: -0.686 -0.784 5.544
C: 3.702 -3.112 -1.742
C: -1.455 6.721 0.497
C: -2.981 -1.019 -4.615
C: 7.883 -1.993 -0.094
H: -2.763 2.178 -4.831
H: -2.696 -1.416 4.709
H: 9.220 -2.532 -1.676
H: -4.859 1.076 3.091
H: -1.416 6.400 1.529
H: 0.859 5.516 2.241
H: 1.239 0.845 5.902
H: 1.094 -4.016 -2.156
H: -3.671 -1.350 -3.857
H: -1.563 -1.934 9.125
H: -1.594 -2.054 0.652
H: -0.426 -3.160 -2.454
H: 3.071 -4.461 -4.774
H: -6.528 0.255 1.229
H: -4.645 -2.827 4.412
H: -2.556 9.304 -1.381
H: -0.083 -2.815 5.219
H: 8.532 -2.359 0.688
H: 0.433 0.468 -3.864
H: -5.014 2.681 -3.953
H: -0.689 5.673 -2.624
H: 5.255 0.991 2.319
H: 1.125 2.311 4.886
H: -0.649 -3.546 7.502
H: -3.569 -3.465 0.332
H: 2.040 -2.239 -5.095
H: 1.109 -5.729 -0.448
H: -5.078 2.202 1.729
H: -2.424 8.564 0.967
H: 1.274 -2.554 1.244
H: 4.235 -3.321 -0.825
H: 5.548 -0.700 -2.870
H: 4.960 2.330 1.203
H: -0.337 -2.209 -0.379
H: 2.118 -0.570 -3.283
H: 2.470 1.190 4.641
H: 2.362 4.808 1.620
H: -0.259 -6.352 0.284
H: 6.355 -1.377 1.269
H: -5.271 3.591 -1.678
H: -1.901 0.416 8.466
H: 4.157 -5.006 -2.623
H: -0.478 0.296 -7.227
H: -1.693 7.848 -3.179
H: -5.104 -3.903 2.226
H: 6.205 1.117 0.809
H: 7.727 -1.694 -3.453
H: -5.202 -0.867 1.648
H: -3.282 3.918 -0.254
H: -0.781 2.475 -3.394
H: -4.273 -1.434 -6.264
H: 0.951 -4.989 1.852
H: 2.148 -3.638 0.149
H: 1.564 6.140 0.738
H: -0.592 -4.204 1.422
H: -0.818 -5.604 -1.932
H: -2.664 -0.613 -7.955
H: -1.576 -4.550 -0.714
H: -1.350 1.153 6.182

For the highest occupied orbital energy, the calculation gives -6.65 eV. The value obtained for the HOMO-LUMO gap is 0.1481 hartree. For the maximum force, the calculation gives 1.50 eV/Å. The net charge is +1.

(5)
This record from the Open Molecules 2025 dataset describes a single C3H5NS molecule in a non-equilibrium geometry. The level of theory is ωB97M-V/def2-TZVPD.

Positions of all 10 atoms, in Å:
S: 2.309 -0.108 -0.055
N: -2.880 -0.151 -0.169
C: 0.758 0.376 0.054
C: -0.521 -0.335 0.134
C: -1.701 0.375 0.050
H: 0.629 1.438 0.227
H: -3.860 0.180 0.031
H: -0.344 -1.515 0.155
H: -1.583 1.435 -0.024
H: -2.838 -1.250 0.243

Its structure (SMILES) is N/C=C/C=S. For the highest occupied orbital energy, the calculation gives -8.05 eV. The value obtained for the HOMO-LUMO gap is 0.2991 hartree. For the maximum force, the calculation gives 7.31 eV/Å. The net charge is 0.

(6)
This record from the Open Molecules 2025 dataset describes a molecular structure, C19H57Cl2I3N3O19 in a non-equilibrium geometry. The level of theory is ωB97M-V/def2-TZVPD.

Positions of all 103 atoms, in Å:
I: -1.144 0.715 -5.061
I: 1.869 -1.369 -4.080
I: 1.772 2.171 -5.582
Cl: 1.612 -5.057 -1.450
Cl: -1.214 -2.540 -3.415
O: 0.930 -5.451 4.495
O: 4.961 10.105 3.837
O: 3.866 9.422 1.220
O: -2.377 0.250 6.676
O: 6.825 -5.140 2.267
O: 6.906 0.220 -0.471
O: 1.005 5.557 -0.631
O: 3.886 6.591 2.497
O: -5.574 -3.797 2.332
O: 3.208 7.267 -0.503
O: -7.856 -2.472 0.658
O: -1.871 -2.517 -0.629
O: -2.228 4.011 -2.204
O: 0.722 -0.454 3.407
O: -4.270 0.535 -0.359
O: -4.513 -0.476 5.008
O: 6.486 -3.068 0.135
O: 0.501 -6.485 1.456
O: 4.421 -0.857 -1.959
N: 2.215 -0.195 -1.532
N: 0.414 -1.988 -1.316
N: -4.398 -1.588 -1.335
C: 1.055 -0.814 -2.168
C: -5.140 -2.086 -0.155
C: -0.222 1.360 -3.213
C: 0.002 -3.023 -2.310
C: -0.720 -1.206 0.869
C: -1.318 -0.156 -1.308
C: 0.749 3.686 -3.287
C: 0.420 -4.291 -2.452
C: -5.350 -1.497 -2.483
C: 1.428 -2.355 -0.293
C: 3.327 -0.474 -2.012
C: -0.043 0.328 -2.096
C: -0.921 -1.518 -0.663
C: -1.975 -0.951 1.539
C: 1.075 2.210 -3.523
C: -2.654 -0.001 -2.003
C: -0.091 -5.212 -3.509
C: -3.850 -0.296 -1.124
C: -2.954 -0.736 2.173
H: -1.096 -5.554 -3.275
H: -1.574 4.450 -1.646
H: 0.545 -6.088 -3.568
H: 3.492 9.097 2.042
H: 1.891 -5.448 4.526
H: 2.353 -2.684 -0.744
H: -2.762 -0.564 -2.923
H: 0.530 3.842 -2.234
H: -5.417 -2.475 -2.945
H: 0.387 0.966 -1.325
H: -0.109 -7.075 1.002
H: -8.722 -2.073 0.788
H: -2.728 -0.002 7.536
H: -2.818 4.719 -2.480
H: 0.934 6.488 -0.854
H: 3.149 8.205 -0.716
H: -1.355 0.554 -0.491
H: -6.324 -1.203 -2.100
H: -5.003 -3.045 2.524
H: -7.720 -3.023 1.439
H: 6.335 -0.331 -1.012
H: -5.012 -4.565 2.468
H: 1.584 4.322 -3.554
H: 7.539 -4.890 2.860
H: 5.957 -2.487 -0.418
H: -0.929 2.081 -2.816
H: 1.662 -0.636 3.518
H: -2.756 1.041 -2.301
H: -5.697 -1.324 0.372
H: -0.317 -2.073 1.392
H: 0.689 0.484 3.192
H: -2.618 -2.319 -1.234
H: 1.051 -3.187 0.285
H: 3.832 5.799 3.040
H: 4.133 7.157 -0.259
H: 1.931 5.460 -0.395
H: 5.879 10.293 4.060
H: 6.754 -4.412 1.635
H: -5.039 -0.748 -3.206
H: -0.009 -0.401 1.037
H: 1.634 -1.548 0.394
H: 6.910 -2.464 0.757
H: 3.007 6.684 2.112
H: 7.394 0.758 -1.102
H: -0.125 3.947 -3.877
H: -5.832 -2.848 -0.480
H: -3.767 -0.494 2.816
H: -4.199 -1.383 5.067
H: -4.425 -2.573 0.496
H: -0.044 -4.737 -4.483
H: -3.731 0.052 5.235
H: 1.917 1.977 -2.887
H: 4.582 9.775 4.658
H: 0.718 -5.749 3.604
H: 1.018 -6.076 0.756
H: 4.777 9.615 1.454
H: -1.431 0.354 6.817

For the highest occupied orbital energy, the calculation gives -10.70 eV. The value obtained for the HOMO-LUMO gap is 0.2560 hartree. For the maximum force, the calculation gives 3.47 eV/Å. The net charge is +1.

(7)
This record from the Open Molecules 2025 dataset describes a molecular structure, C29H28NO in a non-equilibrium geometry. The level of theory is ωB97M-V/def2-TZVPD.

Positions of all 59 atoms, in Å:
O: 5.465 -1.483 -2.207
N: 0.384 0.831 0.792
C: 1.799 -1.252 -1.995
C: 0.176 1.245 5.065
C: -1.094 -1.755 -1.032
C: 1.665 -0.091 -1.221
C: 2.608 1.103 5.131
C: -2.241 -2.410 -1.459
C: 1.494 0.667 1.640
C: -2.912 -0.424 -2.676
C: 2.662 0.979 3.750
C: 5.658 -2.852 -2.680
C: 1.378 1.237 5.778
C: -1.753 0.228 -2.222
C: 2.801 0.706 -1.046
C: 0.311 0.368 -0.654
C: 1.443 0.934 2.996
C: 4.201 -1.013 -2.047
C: -2.624 0.603 0.837
C: 4.064 0.280 -1.459
C: -4.483 -2.418 -2.585
C: -1.884 1.814 0.693
C: -3.192 -1.720 -2.231
C: -3.994 0.610 0.512
C: -0.876 -0.406 -1.325
C: 0.205 1.110 3.686
C: 3.047 -1.751 -2.391
C: -0.514 1.839 1.016
C: -2.540 2.995 0.255
C: -3.892 2.970 0.008
C: -4.620 1.790 0.119
H: 6.751 -2.963 -2.683
H: 0.188 1.405 -1.037
H: -0.812 1.344 5.542
H: -0.722 1.132 3.106
H: -5.687 1.767 -0.088
H: -1.536 1.241 -2.533
H: -4.406 3.905 -0.232
H: 0.909 -1.776 -2.344
H: -3.626 0.107 -3.333
H: 5.190 -3.582 -1.989
H: 1.317 1.307 6.858
H: -2.146 -0.272 1.248
H: -0.048 2.813 1.257
H: 3.105 -2.709 -2.943
H: 3.544 1.094 5.715
H: 3.604 0.891 3.204
H: -4.527 -0.313 0.615
H: 5.245 -2.980 -3.700
H: -1.930 3.926 0.168
H: 0.046 -0.311 0.504
H: -5.234 -2.269 -1.784
H: -2.472 -3.462 -1.185
H: -0.356 -2.352 -0.461
H: 4.979 0.858 -1.318
H: 2.371 0.322 1.153
H: -4.296 -3.505 -2.654
H: 2.725 1.697 -0.600
H: -4.914 -2.048 -3.533

For the highest occupied orbital energy, the calculation gives -9.40 eV. The value obtained for the HOMO-LUMO gap is 0.1672 hartree. For the maximum force, the calculation gives 7.73 eV/Å. The net charge is +1.